Below is the molecule C9H12O2S, with properties calculated with ωB97M-V/def2-TZVPD.

Geometry as XYZ:
```
24
C9H12O2S | the Open Molecules 2025 dataset | ωB97M-V/def2-TZVPD
S -2.4008 -1.6504 -0.2130
O 2.7047 -1.5205 -1.6814
O 3.2592 -1.9724 0.4284
C -1.1883 -0.4097 -0.3138
C 2.6994 1.3076 0.1640
C -1.1107 0.8875 -0.0258
C 0.2199 1.4665 -0.0218
C 2.4572 -1.4518 -0.5078
C 1.3301 0.7214 0.0430
C 1.2339 -0.8009 0.0955
C 0.0005 -1.2273 -0.6876
C -3.9627 -0.7563 0.0800
H 3.1451 1.0216 1.1195
H 3.3483 0.9309 -0.6299
H -4.1210 -0.0431 -0.7218
H -0.4558 -2.1993 -0.4555
H -3.9092 -0.2517 1.0400
H 0.2951 2.5438 -0.0046
H 0.2147 -1.1599 -1.7581
H -1.9589 1.5020 0.2282
H -4.7600 -1.4922 0.0893
H 2.6670 2.3937 0.1008
H 4.0313 -2.3969 0.0212
H 1.1718 -1.1101 1.1459
```

The calculation puts the gap between HOMO and LUMO at 8.4 eV. For the HOMO energy, the calculation gives -7.698 eV. The calculation puts the largest force on an atom at 0.0402 Eh/bohr. As for the energy above the lowest of the compared OMol25 structures with the same formula, charge and spin: 0.0 kJ/mol. For the total energy, the calculation gives -898.7889 hartree. The SMILES is CSC1=CC=C(C)[C@H](C(=O)O)C1.

***

Below is the molecule C9H12O2S, with properties calculated with ωB97M-V/def2-TZVPD.

Geometry as XYZ:
```
24
C9H12O2S | the Open Molecules 2025 dataset | ωB97M-V/def2-TZVPD
S -1.3673 -1.2155 -1.8572
O 1.1474 1.4132 0.7391
O 1.4060 -1.2461 -0.2208
C 1.8560 -1.4036 -1.5631
C 0.4291 -0.4371 0.0764
C 1.5881 -0.3614 2.3441
C -1.1782 1.2074 -1.0147
C -0.5839 -0.0187 -0.8520
C 0.6153 0.3655 1.4066
C -0.7070 0.6214 2.1407
C -2.4775 -0.0457 -2.4475
C -2.2484 1.1882 -1.9257
H -3.2304 -0.3516 -3.1461
H -0.5056 1.2491 3.0053
H 2.5283 -0.5492 1.8357
H -1.4199 1.1367 1.5025
H -2.8292 2.0560 -2.1786
H -0.7928 2.0836 -0.5256
H 2.8206 -1.9027 -1.4902
H 1.1616 -1.3010 2.6827
H 1.9717 -0.4281 -2.0411
H -1.1393 -0.3186 2.4751
H 1.7875 0.2791 3.2001
H 1.1678 -2.0209 -2.1455
```

The calculation puts the gap between HOMO and LUMO (spin up / spin down) at 7.9 / 7.9 eV. For the HOMO energy (spin up / spin down), the calculation gives -8.213 / -8.215 eV. The calculation puts the largest force on an atom at 0.0586 Eh/bohr. As for the energy above the lowest of the compared OMol25 structures with the same formula, charge and spin: 212.1 kJ/mol. For the total energy, the calculation gives -898.7081 hartree.

***

Below is a structure of composition C9H12O9P2SeSn, with properties calculated with ωB97M-V/def2-TZVPD.

Geometry as XYZ:
```
34
C9H12O9P2SeSn | the Open Molecules 2025 dataset | ωB97M-V/def2-TZVPD
Sn -1.9431 -0.2086 0.5805
Se -0.4506 -1.0843 2.3526
P 0.6797 -1.4012 -1.8670
P -1.2861 -3.6046 -1.7209
O -0.2164 -0.4306 -1.1564
O -2.3394 -3.0177 -0.8738
O -3.3002 4.0176 1.8415
O -1.3429 -3.3430 -3.2782
O -2.5438 1.9212 1.6042
O 0.6055 -1.5253 -3.3621
O 0.6603 -3.3359 0.1153
O 2.2126 -1.0994 -1.4280
O -1.3451 -5.2268 -1.6791
C -2.4009 3.1724 1.7567
C 1.6497 4.6683 1.9537
C -0.9609 3.6874 1.8348
C 0.1002 2.8270 2.0957
C -0.7055 5.0418 1.6431
C 1.3988 3.3178 2.1594
C 0.5916 5.5322 1.6937
C 0.4287 -3.1412 -1.2577
C 1.4152 -4.0555 -1.9929
H 2.4293 -3.6968 -1.8121
H 1.3199 -5.0687 -1.6011
H 2.1974 -0.8522 -0.4933
H 0.1922 -2.6732 0.6806
H 2.6662 5.0451 1.9920
H -0.0932 1.7705 2.2420
H -1.6164 -5.4689 -0.7868
H 2.2164 2.6347 2.3587
H -0.6829 -2.6202 -3.5158
H 1.2330 -4.0612 -3.0648
H 0.7821 6.5874 1.5283
H -1.5515 5.6916 1.4575
```

The calculation puts the gap between HOMO and LUMO at 6.5 eV. For the HOMO energy, the calculation gives -1.505 eV. The calculation puts the largest force on an atom at 0.0053 Eh/bohr. As for the energy above the lowest of the compared OMol25 structures with the same formula, charge and spin: 0.0 kJ/mol. For the total energy, the calculation gives -4326.1518 hartree. The total charge is -2.

***

Below is a structure of composition C9H13Cl19, with properties calculated with ωB97M-V/def2-TZVPD.

Geometry as XYZ:
```
41
C9H13Cl19 | the Open Molecules 2025 dataset | ωB97M-V/def2-TZVPD
Cl 14.4507 29.9835 19.2925
Cl 14.2983 26.2254 14.5225
Cl 15.5898 26.4788 19.1972
Cl 16.1734 20.5700 15.9857
Cl 18.5649 26.2793 20.1911
Cl 11.4393 24.1177 16.8665
Cl 12.9409 26.4341 16.9720
Cl 12.6975 25.6189 21.9638
Cl 15.6611 25.7653 21.9731
Cl 18.4817 29.1211 19.3767
Cl 12.0487 24.1187 19.6556
Cl 14.2512 23.5811 20.5266
Cl 13.7922 22.7243 17.5213
Cl 11.8545 27.5038 13.3149
Cl 11.7166 29.0558 18.9210
Cl 13.5898 27.5350 20.6293
Cl 13.3980 28.9209 15.3624
Cl 16.4306 28.1001 20.9462
Cl 9.3362 24.5129 18.7865
C 11.0239 24.8694 18.4002
C 14.7108 25.0145 18.5997
C 14.2535 24.6900 21.9245
C 13.3855 28.5250 19.1640
C 17.5700 27.6758 19.7024
C 14.4057 20.3890 16.2337
C 12.8938 27.3351 14.7882
C 13.9153 20.9292 17.5657
C 14.2008 25.1438 17.0847
H 13.8630 20.6697 15.3310
H 13.6689 27.9262 18.2984
H 14.2211 19.3172 16.1605
H 14.2734 24.1115 22.8481
H 11.1283 25.9543 18.3890
H 12.9546 20.4646 17.7877
H 15.4595 24.2240 18.6509
H 12.2192 26.8850 15.5166
H 14.6519 20.7061 18.3375
H 13.8719 24.8932 19.2850
H 17.0353 27.5227 18.7650
H 13.7263 24.2187 16.7575
H 15.0725 25.3264 16.4564
```

The calculation puts the gap between HOMO and LUMO at 9.7 eV. For the HOMO energy, the calculation gives -9.567 eV. The calculation puts the largest force on an atom at 0.1308 Eh/bohr. As for the energy above the lowest of the compared OMol25 structures with the same formula, charge and spin: 1193.0 kJ/mol. For the total energy, the calculation gives -9093.9128 hartree.

***

Below is a cluster of 3 separate species, C9H13Cl4N in total, with properties calculated with ωB97M-V/def2-TZVPD.

Geometry as XYZ:
```
27
C9H13Cl4N | the Open Molecules 2025 dataset | ωB97M-V/def2-TZVPD
Cl -1.3327 7.3921 -16.2870
Cl -0.3851 4.0366 -9.1160
Cl 1.6961 4.0464 -11.7403
Cl -4.0880 9.3442 -17.0844
N -0.5231 7.8102 -12.4450
C -2.6402 9.6917 -16.1566
C -0.2092 8.7569 -11.5585
C -1.7676 7.7486 -12.9631
C -1.1758 9.7127 -11.1435
C -0.3583 5.1697 -10.5131
C -0.0153 4.3833 -11.8690
C -1.3808 9.0715 -16.6692
C -2.7078 8.6826 -12.6611
C -2.4389 9.6452 -11.7061
H 0.7531 8.6174 -11.0883
H -2.7332 9.3406 -15.1289
H -0.2480 5.0274 -12.7170
H -0.9170 10.5165 -10.4702
H 0.3321 5.9832 -10.2901
H -0.5377 3.4385 -12.0188
H -1.1783 9.2054 -17.7318
H -2.6522 10.7709 -16.0040
H -3.6469 8.6286 -13.1917
H -3.2334 10.3455 -11.4945
H -0.5930 9.5960 -16.1286
H -1.9171 6.8359 -13.5208
H -1.2987 5.7196 -10.4789
```

The calculation puts the gap between HOMO and LUMO (spin up / spin down) at 2.8 / 7.4 eV. For the HOMO energy (spin up / spin down), the calculation gives 0.115 / -4.533 eV. The calculation puts the largest force on an atom at 0.0574 Eh/bohr. As for the energy above the lowest of the compared OMol25 structures with the same formula, charge and spin: 0.0 kJ/mol. For the total energy, the calculation gives -2246.2208 hartree. The total charge is -1. Its multiplicity is 2.

***

Below is a cluster of 2 separate species, C9H13ClSi in total, with properties calculated with ωB97M-V/def2-TZVPD.

Geometry as XYZ:
```
24
C9H13ClSi | the Open Molecules 2025 dataset | ωB97M-V/def2-TZVPD
Cl -3.0822 2.0015 0.7060
Si -2.0207 0.5046 -0.1984
C -2.6898 -1.1828 0.4416
C 1.2947 1.1452 -0.4723
C 1.1639 -0.4035 1.4455
C 2.5687 -0.6019 1.5275
C 0.5452 0.3634 0.4678
C 2.6826 1.0759 -0.1906
C 3.3288 0.1520 0.6495
C 0.7939 2.1214 -1.4550
C -2.4519 -2.3530 -0.4980
H -3.8075 -1.3042 0.6699
H 3.2828 1.7111 -0.8001
H -2.7645 -3.3439 -0.0507
H 4.3753 0.0097 0.6481
H 0.5656 -0.8561 2.2155
H 1.1114 3.1436 -1.2021
H -0.2875 2.0686 -1.2333
H 2.9578 -1.1522 2.3286
H -2.2186 -1.4589 1.3623
H -1.9288 0.9245 -1.6441
H -1.4717 -2.4114 -0.7448
H 1.0255 1.9304 -2.5083
H -2.9727 -2.0839 -1.4643
```

The calculation puts the gap between HOMO and LUMO at 9.3 eV. For the HOMO energy, the calculation gives -8.714 eV. The calculation puts the largest force on an atom at 0.0811 Eh/bohr. As for the energy above the lowest of the compared OMol25 structures with the same formula, charge and spin: 316.3 kJ/mol. For the total energy, the calculation gives -1100.3614 hartree.